Below is a single C6H8N2O5 molecule, with properties calculated with the ωB97M-V functional and the def2-TZVPD basis.

For the orbital gap, the calculation gives 9.450 eV. As for the largest force on an atom: 5.92 eV/A. The energy relative to the best compared isomer or geometry (same formula, charge and spin) comes out at 415.3 kJ/mol. As for the net charge: 0. The calculation puts the calculated total energy at -19562.649 eV. As for the molar mass: 188.1 g mol⁻¹. As for the structure (SMILES): C[C@H](ON=O)C(/C=C/C(=O)O)=N/O. The HOMO energy is -9.9 eV.

Geometry as XYZ:
```
21
Properties=species:S:1:pos:R:3:lowdin_charge:R:1
O -0.02 -1.40 4.04 0.050
O -1.67 2.58 -3.00 0.097
N 0.26 -1.70 2.90 -0.009
N 0.01 -1.87 -0.21 0.090
O -1.08 -2.24 -1.08 -0.114
O -2.91 2.19 -1.15 0.106
O 1.35 -0.96 2.39 -0.131
C -1.86 1.95 -1.97 -0.535
C 0.05 -0.56 0.19 -0.240
C -0.93 0.92 -1.53 0.049
C -0.97 0.39 -0.23 0.008
C 2.67 -0.26 0.60 -0.031
C 1.17 -0.17 1.17 -0.272
H -0.94 -3.11 -1.64 0.154
H -3.40 2.91 -1.57 0.121
H -0.19 0.60 -2.23 0.122
H -1.68 0.66 0.55 0.132
H 2.92 0.75 0.29 0.059
H 3.42 -0.63 1.34 0.086
H 2.73 -0.98 -0.29 0.100
H 1.09 0.94 1.43 0.159
```